# 1
Density functional theory data (ωB97M-V/def2-TZVPD) for the ion CClFO3P with charge -1 at a distorted geometry.

The geometry in XYZ format:
```
7
CClFO3P ωB97M-V/def2-TZVPD
C -1.568 0.500 -0.479
O -0.409 0.224 -0.882
O 0.294 -0.900 1.308
O 1.769 -1.379 -0.733
F -1.640 0.798 0.828
P 0.959 -0.447 0.063
Cl 2.068 1.297 0.418
```

Summary:
Net charge ... -1
E_LUMO (alpha / beta) ... 0.137 / 0.086 Eh
Strongest force on any atom ... 4.770 eV/Å
Multiplicity ... 3
Frontier orbital gap (alpha / beta) ... 0.2321 / 0.3038 Eh

Here is what Mulliken gives for the atomic charges, in e: number 1, C, carries 0.16; number 2, O, carries -0.32; number 3, O, carries -0.63; number 4, O, carries -0.63; number 5, F, carries -0.19; number 6, P, carries 0.92; number 7, Cl, carries -0.31

# 2
Density functional theory data (ωB97M-V/def2-TZVPD) for an isolated molecule of CClN3O2 at a distorted geometry.

The geometry in XYZ format:
```
7
CClN3O2 ωB97M-V/def2-TZVPD
C 0.641 0.474 -0.014
N 0.984 -0.444 -0.766
N 0.328 1.551 0.427
N -0.568 -1.084 -0.577
O -0.625 -1.554 0.601
O -1.206 -1.142 -1.637
Cl 0.447 2.200 1.967
```

Summary:
Net charge ... 0
E_LUMO ... -0.045 Eh
Structure (SMILES) ... O=[N+]([O-])N=C=NCl
Strongest force on any atom ... 5.063 eV/Å
Energy relative to the best compared isomer or geometry (same formula, charge and spin) ... 1.331 eV
Frontier orbital gap ... 0.3523 Eh

Here is what Mulliken gives for the atomic charges, in e: number 1, C, carries 0.60; number 2, N, carries -0.37; number 3, N, carries -0.23; number 4, N, carries 0.81; number 5, O, carries -0.42; number 6, O, carries -0.42; number 7, Cl, carries 0.02

# 3
Density functional theory data (ωB97M-V/def2-TZVPD) for an isolated molecule of CClNO2S2 at a distorted geometry.

The geometry in XYZ format:
```
7
CClNO2S2 ωB97M-V/def2-TZVPD
C -1.326 -0.448 -0.148
N 1.935 0.849 -1.069
O -0.741 -1.304 -0.737
O 2.314 -0.069 1.303
S -0.655 1.119 0.260
S 1.538 0.472 0.217
Cl -3.064 -0.620 0.174
```

Summary:
Net charge ... 0
E_LUMO ... -0.100 Eh
Structure (SMILES) ... N#S(=O)SC(=O)Cl
Strongest force on any atom ... 3.659 eV/Å
Energy relative to the best compared isomer or geometry (same formula, charge and spin) ... 2.440 eV
Frontier orbital gap ... 0.2870 Eh

Here is what Mulliken gives for the atomic charges, in e: number 1, C, carries 0.61; number 2, N, carries -0.25; number 3, O, carries -0.38; number 4, O, carries -0.48; number 5, S, carries 0.00; number 6, S, carries 0.63; number 7, Cl, carries -0.14

# 4
Density functional theory data (ωB97M-V/def2-TZVPD) for a cluster of 2 separate species, CClO4S in total at a distorted geometry.

The geometry in XYZ format:
```
7
CClO4S ωB97M-V/def2-TZVPD
C -0.420 -0.192 0.756
O 0.394 0.735 -1.480
O -1.563 -0.072 0.749
O -0.399 -1.616 -1.579
O 1.750 -1.258 -0.712
S 0.503 -0.654 -1.009
Cl -0.266 3.057 3.274
```

Summary:
Net charge ... -1
E_LUMO (alpha / beta) ... 0.001 / 0.001 Eh
Strongest force on any atom ... 4.549 eV/Å
Energy relative to the best compared isomer or geometry (same formula, charge and spin) ... 2.655 eV
Frontier orbital gap (alpha / beta) ... 0.1507 / 0.1508 Eh

Here is what Mulliken gives for the atomic charges, in e: number 1, C, carries 0.33; number 2, O, carries -0.47; number 3, O, carries -0.06; number 4, O, carries -0.48; number 5, O, carries -0.48; number 6, S, carries 1.11; number 7, Cl, carries -0.93